Record 1
51
Properties=species:S:1:pos:R:3:nbo_charge:R:1 method="wB97M-V/def2-TZVPD" homo_energy_ev=-3.936 gap_ev=6.6 spin_multiplicity=1 total_charge=-1 fmax_ev_per_a=1.1
C -5.103 0.466 -0.333 -0.94
P -3.772 -0.500 -1.154 0.44
C -4.058 0.032 -2.893 -0.94
P -1.624 0.202 -0.530 0.57
S -1.599 2.020 -2.079 -0.51
C -1.539 -1.123 0.931 -0.89
C -2.808 -1.749 1.389 0.43
O -3.458 -1.400 2.357 -0.58
C -0.763 -0.993 -1.722 -0.74
C -1.441 -2.307 -2.115 -0.47
C -0.429 -3.332 -2.610 0.06
F -0.210 -4.314 -1.635 -0.38
P -2.436 1.768 1.018 1.23
O -1.403 1.483 2.270 -1.03
O -1.921 3.226 0.481 -1.00
P 0.783 0.877 -0.014 1.36
O 1.472 -0.196 1.026 -1.04
O 0.837 2.277 0.898 -1.08
S 2.080 1.190 -1.480 -0.75
H -5.072 1.539 -0.537 0.21
H -6.040 0.064 -0.726 0.22
H -5.078 0.297 0.743 0.25
H -4.236 1.106 -2.975 0.23
H -4.932 -0.512 -3.261 0.21
H -3.203 -0.216 -3.520 0.22
H -1.531 1.325 -3.221 0.10
H -0.881 -1.931 0.598 0.24
H -1.082 -0.646 1.792 0.26
H -3.156 -2.615 0.790 0.11
H -0.480 -0.437 -2.615 0.24
H 0.177 -1.252 -1.225 0.23
H -2.175 -2.144 -2.904 0.21
H -1.959 -2.763 -1.270 0.24
H -0.772 -3.856 -3.504 0.15
H 0.546 -2.881 -2.811 0.17
H -0.690 2.124 2.367 0.50
H -1.091 3.520 0.872 0.50
H 1.580 0.173 1.911 0.50
H 1.400 2.871 0.378 0.51
F 5.729 3.229 3.043 -0.34
C 5.616 1.962 2.571 0.39
C 6.339 0.965 3.193 -0.31
C 6.217 -0.331 2.706 -0.20
C 5.393 -0.601 1.622 -0.24
C 4.679 0.426 1.016 -0.18
C 4.787 1.724 1.494 -0.29
H 6.975 1.205 4.034 0.22
H 6.771 -1.131 3.182 0.21
H 5.300 -1.612 1.249 0.21
H 4.028 0.237 0.171 0.26
H 4.234 2.533 1.034 0.23



Record 2
53
Properties=species:S:1:pos:R:3:lowdin_spin:R:1 method="wB97M-V/def2-TZVPD" homo_energy_ev="-4.155 / -4.115" gap_ev="6.4 / 6.3" s2=6.0143 spin_multiplicity=5 de_lowest_kcal_mol=58.0 total_charge=-1 fmax_ev_per_a=1.2
Fe -0.849 -2.004 1.512 3.68
O 1.183 -1.724 2.190 0.05
S 1.668 -2.375 0.907 0.00
O 2.906 -3.093 1.075 0.01
O 0.501 -3.266 0.550 0.05
O 1.756 -1.288 -0.102 0.00
C -1.718 3.759 0.904 0.00
N -0.496 3.142 0.431 0.00
C 0.533 4.048 -0.039 0.00
C -0.485 1.816 0.081 0.00
N 0.618 1.126 0.158 0.00
N -1.647 1.331 -0.391 0.01
C -2.165 -0.041 -0.438 0.03
N -3.416 0.070 -1.141 0.01
N -1.646 -1.072 -0.035 0.05
H -1.454 4.569 1.586 0.00
H -2.310 3.030 1.453 0.00
H -2.321 4.189 0.093 0.00
H 0.083 4.818 -0.674 0.00
H 1.263 3.505 -0.631 0.00
H 1.048 4.540 0.791 0.00
H 1.941 0.655 1.644 0.00
H -2.238 2.027 -0.817 0.00
H -4.041 0.738 -0.703 0.00
H -3.847 -0.844 -1.107 0.00
H 0.679 -0.484 -1.919 0.00
Se 1.641 0.421 -2.549 0.00
C 0.341 1.582 -3.303 0.00
C 0.738 2.763 -3.925 0.00
C -0.229 3.619 -4.423 0.00
N -1.540 3.396 -4.342 0.00
C -1.907 2.259 -3.749 0.00
C -1.025 1.328 -3.226 0.00
H 1.786 3.022 -4.015 0.00
H 0.069 4.543 -4.909 0.00
H -2.974 2.075 -3.675 0.00
H -1.407 0.435 -2.751 0.00
C -0.872 -0.942 5.875 0.00
C -0.676 -0.108 4.618 0.00
S -2.057 -0.253 3.467 0.02
O -1.977 -1.827 3.080 0.09
C 1.789 1.489 0.965 0.00
C 3.042 1.658 0.120 0.00
H 0.013 -0.903 6.516 0.00
H -1.044 -1.981 5.595 0.00
H -1.736 -0.595 6.443 0.00
H 0.231 -0.416 4.097 0.00
H -0.601 0.961 4.846 0.00
H 1.552 2.380 1.544 0.00
H 0.672 0.174 -0.240 0.00
H 3.890 1.868 0.774 0.00
H 2.958 2.469 -0.606 0.00
H 3.238 0.731 -0.418 0.00



Record 3
40
Properties=species:S:1:pos:R:3:lowdin_spin:R:1 method="wB97M-V/def2-TZVPD" homo_energy_ev="-15.835 / -15.797" gap_ev="7.8 / 7.9" s2=6.0059 spin_multiplicity=5 de_lowest_kcal_mol=0.2 total_charge=+2 fmax_ev_per_a=2.9
C 2.036 2.909 -0.166 0.00
H 2.214 2.980 0.918 0.00
H 2.404 3.864 -0.639 0.00
H 2.729 2.142 -0.564 0.00
C 0.503 2.642 -0.442 0.00
H 0.361 1.752 -1.125 0.00
H -0.073 2.397 0.482 0.00
C -0.045 3.847 -1.215 0.00
H -1.142 3.839 -1.248 0.00
H 0.301 4.849 -0.919 0.00
H 0.338 3.758 -2.234 0.00
C -1.047 -2.098 -0.950 -0.01
C -1.441 -1.153 -1.974 -0.01
C -0.266 -0.415 -2.368 -0.01
C 0.837 -0.865 -1.560 -0.01
C 0.361 -1.911 -0.695 -0.01
C 1.242 -2.839 0.045 0.00
C 2.270 -0.648 -1.864 0.00
C -0.156 0.579 -3.471 0.00
C -2.843 -0.827 -2.342 0.00
C -1.933 -3.063 -0.238 0.00
Ho -0.935 0.031 -0.049 4.06
H 2.899 -0.921 -1.005 0.00
H 2.570 -1.302 -2.704 0.00
H 2.489 0.394 -2.150 0.00
H 2.180 -2.331 0.304 0.00
H 0.766 -3.216 0.963 0.00
H 1.513 -3.711 -0.578 0.00
H -2.898 -2.621 0.094 0.00
H -2.169 -3.895 -0.923 0.00
H -1.411 -3.506 0.627 0.00
H -2.910 0.123 -2.905 0.00
H -3.237 -1.629 -2.990 0.00
H -3.494 -0.770 -1.440 0.00
H 0.548 1.368 -3.168 0.00
H 0.255 0.125 -4.391 0.00
H -1.120 1.047 -3.737 0.00
O -1.782 -0.561 1.998 0.00
H -2.429 -0.107 2.574 0.00
H -1.292 -1.168 2.592 0.00



Record 4
47
Properties=species:S:1:pos:R:3:lowdin_charge:R:1 method="wB97M-V/def2-TZVPD" homo_energy_ev=-17.844 gap_ev=3.7 spin_multiplicity=1 total_charge=+3 fmax_ev_per_a=2.9
C 3.971 2.154 -0.163 -0.08
C 2.481 1.971 0.149 -0.26
C 2.245 1.349 1.520 -0.20
C 2.666 -0.123 1.629 -0.15
C 1.971 -1.065 0.614 -0.12
C 0.886 -1.899 1.268 -0.37
C -0.411 -1.152 1.671 -0.23
C -1.603 -1.376 0.704 -0.44
P -2.997 -0.188 1.186 0.45
S -2.626 0.729 2.833 0.34
C -1.109 -1.282 -0.757 -0.33
C -2.193 -1.172 -1.872 -0.10
C -1.862 -0.020 -2.822 -0.12
O -2.407 1.236 -2.416 0.04
C -1.754 1.871 -1.430 -0.54
C -2.502 3.028 -0.873 0.04
O -0.664 1.514 -1.049 0.08
S -0.120 -2.728 -1.111 0.74
O -0.912 -3.920 -1.260 -0.25
O 0.867 -2.506 -2.087 -0.11
O 0.594 -3.107 0.425 -0.53
H 4.419 1.233 -0.537 0.07
H 4.093 2.886 -0.958 0.09
H 4.511 2.498 0.717 0.09
H 2.009 2.953 0.146 0.12
H 2.008 1.423 -0.668 0.08
H 2.844 1.909 2.240 0.13
H 1.209 1.469 1.860 0.10
H 2.447 -0.474 2.645 0.12
H 3.743 -0.199 1.496 0.13
H 2.711 -1.765 0.219 0.15
H 1.603 -0.499 -0.243 0.11
H 1.350 -2.290 2.205 0.13
H -0.143 -0.092 1.686 0.10
H -0.727 -1.382 2.702 0.09
H -1.970 -2.422 0.851 0.06
H -3.196 0.608 0.056 0.00
H -4.106 -1.043 1.236 0.01
H -0.458 -0.403 -0.827 0.11
H -3.208 -1.137 -1.480 0.13
H -2.162 -2.073 -2.490 0.13
H -0.786 0.029 -2.983 0.15
H -2.309 -0.230 -3.790 0.15
H -2.164 3.926 -1.398 0.12
H -3.569 2.947 -1.060 0.11
H -2.257 3.162 0.177 0.10
La -0.412 -4.349 2.037 2.60



Record 5
44
Properties=species:S:1:pos:R:3:nbo_charge:R:1 method="wB97M-V/def2-TZVPD" homo_energy_ev=-2.854 gap_ev=5.4 spin_multiplicity=1 de_lowest_kcal_mol=0.0 total_charge=-1 fmax_ev_per_a=2.1
C -3.415 2.572 0.804 -0.61
C -2.193 1.684 1.132 -0.39
C -2.542 0.233 1.468 -0.39
C -1.422 -0.767 1.117 -0.39
C -0.055 -0.380 1.678 -0.40
C 1.138 -0.872 0.860 -0.46
C 1.145 -0.432 -0.581 -0.07
O 1.523 0.969 -0.701 -0.52
C 1.974 1.313 -1.893 0.89
O 2.788 0.715 -2.530 -0.56
N 1.455 2.557 -2.439 -0.35
C 0.021 2.725 -2.177 -0.23
C -0.761 1.976 -3.253 -0.61
N 2.229 3.673 -1.901 -0.46
C 3.126 3.921 -2.698 0.89
O 4.010 4.099 -3.447 -0.48
H -4.297 1.998 0.542 0.20
H -3.144 3.231 -0.018 0.20
H -3.614 3.217 1.655 0.20
H -1.719 2.118 2.009 0.20
H -1.459 1.708 0.331 0.19
H -3.414 -0.046 0.872 0.18
H -2.835 0.091 2.507 0.19
H -1.698 -1.711 1.574 0.24
H -1.442 -0.904 0.038 0.18
H 0.027 -0.861 2.651 0.22
H 0.061 0.688 1.866 0.18
H 2.026 -0.401 1.295 0.19
H 1.284 -1.955 0.962 0.32
H 0.178 -0.551 -1.067 0.17
H 1.826 -1.090 -1.107 0.21
H -0.182 3.785 -2.306 0.20
H -0.269 2.458 -1.164 0.20
H -1.792 2.314 -3.258 0.21
H -0.689 0.910 -3.047 0.21
H -0.325 2.129 -4.234 0.22
C 1.469 -5.829 2.022 -0.63
C 1.684 -4.389 1.499 -0.02
O 0.508 -3.743 1.363 -0.96
H 0.854 -6.410 1.330 0.18
H 2.434 -6.355 2.132 0.16
H 0.983 -5.823 3.000 0.18
H 2.300 -4.512 0.567 0.07
H 2.427 -3.934 2.211 0.06